No. 1
Formula: C37H54FN2O30
Source: the OMol25 dataset
Level of theory: ωB97M-V/def2-TZVPD

Output
- E_tot (eV) = -106370.0316
- total charge = -1
- orbital gap (Eh) = 0.23094

Last column: Mulliken charge in e.
CARTESIAN COORDINATES (ANGSTROEM)
1 C 6.692 4.079 1.876  -1.207
2 C 6.435 2.718 1.222  -0.423
3 C 4.990 2.214 1.334  -0.419
4 C 4.304 2.581 2.650  -0.859
5 C 2.954 1.894 2.799  -1.156
6 C 1.775 2.791 2.406  1.152
7 F 1.911 3.962 3.134  -0.458
8 N 0.579 2.106 2.764  -0.254
9 N -0.615 2.676 2.280  0.225
10 C -1.110 2.260 0.988  -0.645
11 C -1.036 3.917 2.817  0.364
12 C -0.681 5.208 2.108  -0.820
13 O -1.673 3.967 3.858  -0.631
14 C 1.925 3.107 0.899  0.018
15 O 2.139 4.270 0.498  -0.811
16 O 1.836 2.069 0.189  -0.577
17 H 5.805 4.698 1.776  0.311
18 H 6.888 4.004 2.939  0.265
19 H 7.507 4.616 1.403  0.368
20 H 6.664 2.837 0.167  0.269
21 H 7.136 2.004 1.642  0.352
22 H 5.040 1.126 1.339  0.228
23 H 4.399 2.505 0.474  0.201
24 H 4.252 3.649 2.804  0.446
25 H 4.954 2.193 3.435  0.414
26 H 2.912 1.014 2.164  0.248
27 H 2.760 1.563 3.816  0.501
28 H 0.624 1.150 2.446  0.341
29 H -1.210 1.180 0.977  -0.062
30 H -2.095 2.691 0.831  0.467
31 H -0.508 2.563 0.132  0.265
32 H -1.433 5.388 1.343  0.268
33 H 0.274 5.090 1.603  0.278
34 H -0.652 6.004 2.830  0.318
35 C 2.377 1.037 -2.734  0.193
36 C 1.812 -0.327 -2.435  -0.264
37 O 2.366 -1.126 -3.508  -0.288
38 C 3.482 -0.513 -3.944  0.598
39 O 4.262 -1.006 -4.707  -0.600
40 O 3.611 0.712 -3.417  -0.266
41 H 2.561 1.623 -1.831  -0.158
42 H 1.745 1.613 -3.412  0.218
43 H 2.159 -0.727 -1.482  0.219
44 H 0.727 -0.354 -2.455  0.344
45 C -4.165 -1.856 1.425  -0.122
46 C -3.766 -2.545 2.703  -0.170
47 O -2.337 -2.641 2.567  -0.368
48 C -1.936 -1.666 1.710  0.473
49 O -0.804 -1.371 1.513  -0.496
50 O -2.997 -1.082 1.112  -0.241
51 H -5.034 -1.217 1.548  0.160
52 H -4.352 -2.560 0.615  0.211
53 H -3.998 -1.947 3.587  0.217
54 H -4.209 -3.521 2.808  0.318
55 C 6.331 1.146 -5.971  -0.090
56 C 6.993 1.363 -4.631  -0.156
57 O 7.612 2.649 -4.805  -0.350
58 C 6.944 3.307 -5.777  0.657
59 O 7.107 4.455 -6.047  -0.559
60 O 6.074 2.491 -6.405  -0.346
61 H 5.413 0.574 -5.896  0.094
62 H 6.994 0.667 -6.696  0.273
63 H 6.272 1.422 -3.815  0.166
64 H 7.738 0.608 -4.394  0.308
65 C 0.357 -3.048 -5.192  -0.146
66 C 0.118 -4.538 -5.297  -0.367
67 O -0.201 -4.894 -3.949  -0.346
68 C -0.667 -3.784 -3.319  0.665
69 O -1.177 -3.782 -2.250  -0.515
70 O -0.477 -2.683 -4.086  -0.276
71 H 0.064 -2.506 -6.087  0.325
72 H 1.391 -2.803 -4.950  0.144
73 H -0.734 -4.783 -5.936  0.234
74 H 0.990 -5.086 -5.644  0.305
75 C 9.243 6.978 -7.043  -0.136
76 C 9.901 7.213 -5.703  -0.274
77 O 10.527 8.490 -5.890  -0.340
78 C 9.867 9.142 -6.878  0.656
79 O 10.035 10.282 -7.160  -0.527
80 O 8.994 8.315 -7.499  -0.338
81 H 8.318 6.413 -6.966  0.207
82 H 9.907 6.483 -7.755  0.230
83 H 9.177 7.288 -4.891  0.249
84 H 10.639 6.457 -5.451  0.291
85 C -7.939 -2.395 3.587  -0.372
86 C -8.549 -3.769 3.720  -0.351
87 O -7.901 -4.491 2.663  -0.339
88 C -6.737 -3.873 2.380  0.640
89 O -5.899 -4.324 1.667  -0.564
90 O -6.650 -2.673 3.019  -0.226
91 H -7.839 -1.882 4.540  0.330
92 H -8.488 -1.757 2.893  0.216
93 H -8.308 -4.245 4.672  0.246
94 H -9.625 -3.775 3.586  0.401
95 C 0.458 -3.884 5.503  -0.360
96 C -0.210 -2.578 5.138  0.328
97 O -0.522 -2.028 6.427  -0.316
98 C 0.322 -2.570 7.333  0.647
99 O 0.431 -2.210 8.458  -0.540
100 O 1.026 -3.593 6.784  -0.341
101 H 1.230 -4.179 4.797  0.320
102 H -0.257 -4.703 5.613  0.276
103 H 0.462 -1.897 4.614  0.166
104 H -1.108 -2.714 4.545  -0.189
105 C -6.061 0.495 -2.445  -0.315
106 C -6.313 -0.979 -2.682  -0.282
107 O -6.757 -1.422 -1.396  -0.320
108 C -7.256 -0.353 -0.733  0.695
109 O -7.852 -0.415 0.294  -0.531
110 O -6.985 0.795 -1.391  -0.337
111 H -6.263 1.110 -3.317  0.298
112 H -5.049 0.695 -2.092  0.256
113 H -7.108 -1.157 -3.409  0.264
114 H -5.422 -1.521 -2.987  0.288
115 C -9.380 -8.317 4.669  -0.340
116 C -9.615 -8.004 3.207  -0.257
117 O -10.575 -6.944 3.274  -0.308
118 C -10.457 -6.344 4.479  0.694
119 O -10.980 -5.321 4.775  -0.543
120 O -9.645 -7.057 5.295  -0.327
121 H -8.366 -8.643 4.880  0.298
122 H -10.082 -9.056 5.058  0.272
123 H -8.718 -7.634 2.708  0.225
124 H -10.013 -8.846 2.647  0.303


No. 2
Formula: C36H40N4OS4V
Source: the OMol25 dataset
Level of theory: ωB97M-V/def2-TZVPD

Output
- E_tot (eV) = -115017.7419
- total charge = -1
- orbital gap (spin up / spin down) (Eh) = 0.22246 / 0.22335
- energy above the lowest of the compared OMol25 structures with the same formula, charge and spin (kcal per mole) = 29.43

Last column: Mulliken charge in e.
CARTESIAN COORDINATES (ANGSTROEM)
1 V -0.507 0.244 0.407  0.641
2 S 0.158 -0.523 2.588  -0.539
3 C -0.299 -2.213 2.610  0.908
4 C 0.099 -3.021 3.688  -0.961
5 C -0.214 -4.365 3.746  -0.559
6 C -0.957 -4.969 2.733  -0.728
7 C -1.380 -4.193 1.670  -0.375
8 C -1.040 -2.846 1.601  -0.064
9 S -1.642 -1.864 0.251  -0.127
10 C -0.677 -2.479 -1.170  -1.214
11 C -0.403 -1.378 -2.156  0.982
12 C -0.266 -1.668 -3.511  -1.039
13 C 0.139 -0.670 -4.367  -0.699
14 C 0.401 0.595 -3.858  -0.884
15 C 0.173 0.834 -2.516  0.364
16 C 0.356 2.201 -1.923  -1.150
17 S 0.830 2.234 -0.164  -0.300
18 C 2.562 1.859 -0.078  0.902
19 C 3.448 2.930 0.016  -0.419
20 C 4.783 2.710 0.305  -0.771
21 C 5.212 1.411 0.553  -0.715
22 C 4.336 0.344 0.467  -0.046
23 C 3.002 0.543 0.110  -1.211
24 S 2.474 -2.117 0.420  -0.418
25 N -0.265 -0.131 -1.694  1.417
26 H 0.679 -2.562 4.479  0.457
27 H 0.122 -4.952 4.593  0.350
28 H -1.208 -6.021 2.781  0.379
29 H -1.981 -4.627 0.879  0.418
30 H -1.194 -3.305 -1.657  0.780
31 H 0.291 -2.817 -0.790  0.142
32 H -0.428 -2.680 -3.856  0.513
33 H 0.283 -0.873 -5.421  0.383
34 H 0.760 1.392 -4.496  0.479
35 H -0.616 2.704 -1.893  0.428
36 H 1.032 2.805 -2.529  0.612
37 H 3.068 3.936 -0.110  0.456
38 H 5.470 3.544 0.378  0.402
39 H 6.246 1.226 0.819  0.398
40 H 4.664 -0.664 0.665  0.461
41 N 2.066 -0.502 -0.152  1.057
42 C 2.369 -1.423 -1.318  -1.407
43 N 3.732 -1.208 -1.829  0.684
44 C 3.705 -0.237 -2.913  0.315
45 C 5.107 -0.038 -3.452  -0.951
46 O 5.656 -1.257 -3.930  -0.422
47 C 5.659 -2.229 -2.895  -0.776
48 C 4.270 -2.456 -2.332  -0.475
49 H 3.326 0.717 -2.537  -0.151
50 H 3.034 -0.566 -3.726  -0.040
51 H 5.747 0.370 -2.659  0.372
52 H 5.105 0.653 -4.297  0.374
53 H 6.330 -1.900 -2.089  0.309
54 H 6.055 -3.146 -3.332  0.368
55 H 4.320 -3.169 -1.506  0.354
56 H 3.618 -2.888 -3.113  0.329
57 C -0.722 3.032 2.652  -1.476
58 C -2.021 2.766 3.402  0.804
59 C -2.800 4.089 3.492  -1.556
60 C -2.980 1.695 2.884  0.273
61 C -3.948 1.292 3.794  -0.594
62 C -4.990 0.452 3.440  -1.326
63 C -5.125 0.111 2.105  -0.802
64 C -4.199 0.501 1.141  0.251
65 C -4.601 0.194 -0.308  1.100
66 C -5.997 0.783 -0.574  -1.615
67 C -3.700 0.688 -1.438  -1.489
68 C -3.005 1.157 1.569  0.542
69 N -1.892 1.202 0.768  -0.395
70 H -0.172 3.821 3.176  0.458
71 H -0.920 3.371 1.634  0.308
72 H -0.090 2.151 2.592  -0.061
73 H -1.757 2.468 4.423  0.426
74 H -3.089 4.415 2.489  0.316
75 H -2.181 4.873 3.938  0.433
76 H -3.710 3.986 4.083  0.418
77 H -3.867 1.642 4.819  0.417
78 H -5.702 0.103 4.177  0.352
79 H -5.976 -0.488 1.800  0.408
80 H -4.679 -0.897 -0.401  0.206
81 H -5.951 1.874 -0.519  0.373
82 H -6.746 0.450 0.141  0.392
83 H -6.340 0.509 -1.576  0.453
84 H -3.485 1.753 -1.328  0.248
85 H -4.218 0.536 -2.391  0.509
86 H -2.749 0.171 -1.475  0.032


No. 3
Formula: C5H10O2
Source: the OMol25 dataset
Level of theory: ωB97M-V/def2-TZVPD

Output
- E_tot (eV) = -9438.0102
- SMILES string = O[C@H]1[C@H]2CCO[C@@H]12.[H][H]
- orbital gap (Eh) = 0.32435
- energy above the lowest of the compared OMol25 structures with the same formula, charge and spin (kcal per mole) = 116.06

Last column: Mulliken charge in e.
CARTESIAN COORDINATES (ANGSTROEM)
1 O -1.982 1.012 -0.617  -0.527
2 C -0.704 0.600 -0.964  -0.191
3 C 0.456 0.540 -0.068  0.022
4 C 0.114 0.599 1.416  -0.655
5 C 0.478 -0.809 1.825  -0.410
6 O -0.199 -1.558 0.806  -0.448
7 C -0.016 -0.842 -0.409  -0.377
8 H -2.482 0.964 -1.445  0.320
9 H -0.416 1.059 -1.929  0.285
10 H 1.412 0.943 -0.389  0.309
11 H 0.615 1.424 1.917  0.402
12 H -0.972 0.700 1.531  0.209
13 H 0.117 -1.133 2.805  0.329
14 H 1.575 -0.949 1.792  0.254
15 H 0.063 -1.556 -1.203  0.449
16 H 0.834 -0.297 -2.749  0.032
17 H 1.260 -0.747 -2.345  -0.003


No. 4
Formula: C4H8O2
Source: the OMol25 dataset
Level of theory: ωB97M-V/def2-TZVPD

Output
- E_tot (eV) = -8371.1805
- SMILES string = OC[C@H]1C[C@H]1O
- orbital gap (Eh) = 0.39368
- energy above the lowest of the compared OMol25 structures with the same formula, charge and spin (kcal per mole) = 48.46

Last column: Mulliken charge in e.
CARTESIAN COORDINATES (ANGSTROEM)
1 O -0.647 0.537 -2.443  -0.543
2 C 0.041 -0.196 -1.437  -0.557
3 C -0.502 0.193 -0.068  0.010
4 C -0.639 -0.730 1.121  -0.779
5 C 0.348 0.401 1.148  -0.035
6 O 1.706 0.095 1.024  -0.525
7 H -0.349 1.454 -2.402  0.322
8 H 1.125 -0.032 -1.500  0.271
9 H -0.150 -1.250 -1.661  0.271
10 H -1.318 0.895 -0.219  0.396
11 H -0.212 -1.729 1.052  0.269
12 H -1.541 -0.667 1.726  0.255
13 H 0.138 1.266 1.777  0.335
14 H 2.002 -0.238 1.882  0.311